Computed, not measured: an isolated molecule of C5H13NS at a distorted geometry, with ωB97M-V/def2-TZVPD.

The geometry in XYZ format:
```
20
C5H13NS ωB97M-V/def2-TZVPD
C 1.961 0.429 -0.614
C 0.931 -0.675 -0.178
C 1.216 -1.020 1.225
C -0.452 -0.063 -0.312
C -1.640 -1.069 -0.148
S -0.832 1.494 0.851
N -1.740 2.241 -0.406
H 2.989 0.144 -0.168
H 1.598 1.340 -0.314
H 2.052 0.408 -1.693
H 1.081 -1.447 -0.901
H 1.097 -0.210 1.938
H 0.549 -1.788 1.561
H 2.319 -1.408 1.448
H -0.772 0.491 -1.181
H -1.681 -1.225 0.890
H -1.495 -1.999 -0.744
H -2.551 -0.649 -0.470
H -2.694 1.758 -0.356
H -1.936 3.250 -0.429
```

Properties
ΔE to the lowest compared entry with this formula, charge and spin: 1.535 eV
Kohn-Sham gap: 9.1 eV
E_tot: -651.18754 Eh
net charge: 0